# 1
The molecule C20H26N4O5S in a non-equilibrium geometry. Source: the OMol25 dataset; level of theory: wB97M-V/def2-TZVPD.

Values from the calculation:
frontier orbital gap	8.533	eV
relative energy (zero: lowest compared OMol25 entry of this formula, charge and spin)	51.2	kcal/mol
structure (SMILES)	COc1ccc(C(=O)NCc2nnc(SCC(=O)N3CCCCCC3)o2)cc1OC
HOMO level	-0.2966	Ha
F_max	1.559	eV/Å
E	-48194.702	eV

Structure (ORCA input):
```
! RIJCOSX wB97M-V def2-TZVPD def2/J DEFGRID3
* xyz 0 1
C 0.910 6.015 4.360
O 0.338 5.008 3.563
C 1.128 4.371 2.659
C 2.477 4.615 2.464
C 3.193 3.915 1.504
C 2.571 2.935 0.752
C 3.312 2.202 -0.307
O 4.072 2.721 -1.097
N 3.064 0.858 -0.313
C 3.304 0.054 -1.490
C 1.984 -0.321 -2.059
N 1.505 -1.497 -2.288
N 0.208 -1.346 -2.632
C -0.038 -0.071 -2.572
S -1.567 0.697 -2.771
C -2.540 -0.774 -2.321
C -2.065 -1.258 -0.947
O -1.378 -0.539 -0.240
N -2.432 -2.491 -0.570
C -3.264 -3.402 -1.317
C -2.532 -4.701 -1.708
C -1.012 -4.556 -1.829
C -0.293 -4.700 -0.486
C -0.396 -3.465 0.404
C -1.835 -3.013 0.650
O 1.044 0.645 -2.234
C 1.208 2.683 0.934
C 0.475 3.397 1.863
O -0.854 3.244 2.086
C -1.585 2.405 1.219
H 1.708 5.620 4.998
H 0.101 6.387 4.986
H 1.304 6.836 3.752
H 2.986 5.363 3.051
H 4.239 4.123 1.344
H 2.403 0.495 0.357
H 3.877 0.680 -2.182
H 3.863 -0.857 -1.259
H -3.583 -0.460 -2.298
H -2.372 -1.518 -3.097
H -3.630 -2.901 -2.211
H -4.138 -3.648 -0.702
H -2.747 -5.480 -0.973
H -2.942 -5.039 -2.660
H -0.652 -5.346 -2.491
H -0.745 -3.600 -2.282
H 0.765 -4.888 -0.677
H -0.692 -5.569 0.045
H 0.076 -3.673 1.366
H 0.145 -2.642 -0.065
H -2.450 -3.839 1.009
H -1.840 -2.212 1.395
H 0.712 1.955 0.311
H -2.621 2.483 1.545
H -1.508 2.739 0.180
H -1.265 1.361 1.282
*
```

=====

# 2
A structure of composition C22H49N2OP3PdS in a non-equilibrium geometry. Source: the OMol25 dataset; level of theory: wB97M-V/def2-TZVPD.

Values from the calculation:
frontier orbital gap (alpha / beta)	6.392 / 3.645	eV
relative energy (zero: lowest compared OMol25 entry of this formula, charge and spin)	13.5	kcal/mol
HOMO level (alpha / beta)	-0.6446 / -0.7024	Ha
F_max	3.954	eV/Å
E	-70774.406	eV

Structure (ORCA input):
```
! RIJCOSX wB97M-V def2-TZVPD def2/J DEFGRID3
* xyz 4 5
Pd -0.878 -0.578 0.527
P -0.899 0.579 2.528
P 0.094 -2.500 1.246
P -1.492 1.490 -1.752
H -3.590 -6.211 -3.960
C -3.446 -5.266 -4.498
C -2.292 -5.011 -5.139
H -1.430 -5.687 -5.035
C -2.578 0.795 3.212
C -0.061 -0.171 3.985
C -0.291 2.311 2.658
C 0.497 -3.650 -0.095
C 1.695 -2.405 2.125
C -0.966 -3.501 2.361
C -2.003 1.824 -3.480
C -0.372 2.747 -1.061
C -3.011 1.202 -0.822
H -4.327 -4.637 -4.643
H -2.203 -4.238 -5.921
H -2.493 1.554 4.014
H -2.894 -0.187 3.602
H -3.222 1.140 2.389
H -0.458 0.336 4.877
H 1.021 0.022 3.964
H -0.255 -1.251 4.052
H -1.149 2.931 2.943
H 0.148 2.688 1.728
H 0.446 2.397 3.469
H 1.271 -4.355 0.253
H 0.857 -3.084 -0.970
H -0.415 -4.200 -0.370
H 1.759 -3.229 2.854
H 1.815 -1.439 2.631
H 2.494 -2.507 1.378
H -0.346 -4.265 2.873
H -1.738 -4.021 1.756
H -1.462 -2.860 3.112
H -1.992 2.917 -3.638
H -3.012 1.409 -3.646
H -1.301 1.331 -4.175
H 0.143 3.212 -1.928
H 0.359 2.244 -0.379
H -0.972 3.487 -0.496
H -3.848 1.559 -1.433
H -3.022 1.690 0.157
H -3.137 0.122 -0.642
C -1.334 -1.896 -2.668
C -2.534 -2.135 -1.917
C -3.784 -2.020 -2.537
C -3.907 -1.711 -3.898
C -2.745 -1.619 -4.685
C -1.495 -1.822 -4.118
O -0.222 -1.579 -2.094
H -0.638 0.337 -1.943
H -2.408 -2.258 -0.844
H -4.686 -2.214 -1.951
H -4.898 -1.638 -4.384
H -2.834 -1.444 -5.769
H -0.579 -1.921 -4.720
C 3.728 1.352 3.569
N 4.083 2.404 2.619
C 4.183 3.716 3.284
C 3.560 2.279 1.345
S 2.561 0.985 0.869
N 3.927 3.232 0.431
C 5.308 3.691 0.437
C 3.398 3.161 -0.924
H 3.933 0.378 3.105
H 4.324 1.476 4.477
H 2.666 1.410 3.856
H 4.957 3.655 4.075
H 4.473 4.495 2.579
H 3.227 3.990 3.768
H 6.005 2.987 -0.059
H 5.274 4.621 -0.143
H 5.629 3.887 1.458
H 3.596 2.198 -1.414
H 2.315 3.290 -0.933
H 3.874 3.977 -1.481
*
```

=====

# 3
The ion C3H5ClN with charge +1 in a non-equilibrium geometry. Source: the OMol25 dataset; level of theory: wB97M-V/def2-TZVPD.

Values from the calculation:
frontier orbital gap	9.665	eV
relative energy (zero: lowest compared OMol25 entry of this formula, charge and spin)	16.4	kcal/mol
structure (SMILES)	[NH3+]CC#CCl
HOMO level	-0.5087	Ha
F_max	10.809	eV/Å
E	-17194.109	eV

Structure (ORCA input):
```
! RIJCOSX wB97M-V def2-TZVPD def2/J DEFGRID3
* xyz 1 1
N 1.099 -0.618 -0.047
C 0.463 0.733 0.066
C -0.940 0.679 -0.138
C -2.124 0.071 -0.003
Cl -3.655 -0.472 -0.076
H 2.036 -0.604 0.498
H 1.120 -1.042 -1.055
H 0.415 -1.200 0.539
H 0.809 1.086 0.960
H 0.776 1.366 -0.744
*
```

=====

# 4
A structure of composition CH2OS2 in a non-equilibrium geometry. Source: the OMol25 dataset; level of theory: wB97M-V/def2-TZVPD.

Values from the calculation:
frontier orbital gap (alpha / beta)	7.444 / 7.184	eV
relative energy (zero: lowest compared OMol25 entry of this formula, charge and spin)	78.3	kcal/mol
HOMO level (alpha / beta)	-0.3296 / -0.3176	Ha
F_max	2.823	eV/Å
E	-24783.879	eV

Structure (ORCA input):
```
! RIJCOSX wB97M-V def2-TZVPD def2/J DEFGRID3
* xyz 0 1
C -0.294 0.476 0.161
O 0.807 -1.411 -0.702
S -0.064 -0.378 -1.371
S 0.478 -0.646 1.357
H 0.369 1.308 0.301
H -1.296 0.651 0.254
*
```